101
Properties=species:S:1:pos:R:3:lowdin_charge:R:1 method="wB97M-V/def2-TZVPD" orbital_gap_ev=5.8 lumo_ev=-5.08 multiplicity=1 total_charge=+1 e_tot_ha=-3180.665608
C 6.75678 -1.75911 0.78094 0.1511
C 5.89748 -1.35092 0.05364 -0.0756
C 4.75356 -0.76172 -0.63750 -0.1445
O 3.62342 -1.65920 -0.73999 0.0420
C 2.87244 -1.84094 0.34691 -0.4312
O 3.22713 -2.44181 1.31679 0.2008
C 1.42405 -1.34496 0.35775 0.0432
C 0.42138 -2.31340 0.39906 -0.1141
S 0.72316 -4.07220 0.34115 0.6577
O 1.68539 -4.30428 -0.67132 -0.1783
O -0.55663 -4.68028 0.22654 -0.2227
F 1.29498 -4.37570 1.72572 -0.0806
C -0.89766 -1.95035 0.48574 0.0249
N -1.26716 -0.66741 0.54566 -0.0267
C -2.71313 -0.42052 0.68899 0.0137
C -0.34106 0.30806 0.48601 -0.1747
P -0.91312 2.07035 0.56547 0.8216
N -1.76796 2.38414 -0.70858 -0.2436
C 1.01140 -0.00787 0.37486 -0.0323
C 2.02511 1.10360 0.31146 -0.4306
O 2.81587 1.23136 1.20567 0.1762
N 1.96296 2.02725 -0.75655 0.1871
C 1.89189 1.48387 -2.05779 -0.4988
O 1.99755 0.34446 -2.36215 0.2061
F 1.67427 2.43419 -2.94907 0.1672
H 7.52369 -2.05878 1.45712 0.0520
H 4.49156 0.18447 -0.17116 0.1118
H 5.03863 -0.54929 -1.66782 0.1388
H -1.67457 -2.70009 0.53012 0.1512
H -3.10877 -1.13611 1.39518 0.0667
H -2.92257 0.57069 1.07160 0.0781
H -3.22350 -0.56103 -0.26171 0.1181
H 0.22551 2.87930 0.68527 0.0258
H -1.64087 2.22032 1.76339 0.0302
H -1.85038 1.59707 -1.34135 -0.0085
H 2.78690 2.62654 -0.67346 0.1817
C -3.95018 -3.12855 4.39870 -0.1527
C -2.53500 -3.54377 4.79942 -0.1477
C -1.70258 -2.86331 3.72577 -0.1928
O -2.40693 -1.66639 3.34842 -0.1887
C -3.73826 -1.70678 3.90460 -0.1786
H -4.67010 -3.18625 5.21210 0.1219
H -4.30292 -3.76277 3.58298 0.1028
H -2.28797 -3.13857 5.78195 0.1211
H -2.38453 -4.62076 4.82860 0.1205
H -1.60768 -3.50045 2.83638 0.1038
H -0.70235 -2.59306 4.06930 0.1245
H -3.79008 -0.99030 4.72887 0.1258
H -4.45821 -1.40887 3.13905 0.1041
C -0.43624 7.62447 -1.60071 -0.1621
C -1.25118 6.53070 -2.28335 -0.1601
C -0.47186 5.28198 -1.90584 -0.2118
O 0.12116 5.53724 -0.61899 -0.1698
C -0.00852 6.93548 -0.31399 -0.1982
H -0.99455 8.54112 -1.42030 0.1163
H 0.43968 7.87193 -2.20490 0.1084
H -2.25565 6.49094 -1.85616 0.1175
H -1.34540 6.65861 -3.36073 0.1056
H 0.33483 5.08753 -2.61876 0.0877
H -1.10156 4.39676 -1.83949 0.0756
H -0.76549 7.04990 0.46850 0.1173
H 0.94288 7.30598 0.06815 0.1168
C 5.07395 -6.39920 3.32649 -0.1650
C 4.72247 -5.22505 2.41609 -0.1696
C 5.04201 -4.03355 3.30958 -0.2169
O 6.11476 -4.44746 4.15660 -0.1374
C 6.29434 -5.86268 4.06107 -0.2016
H 5.27825 -7.32549 2.79204 0.1131
H 4.25910 -6.58418 4.03062 0.1136
H 5.37395 -5.22355 1.53910 0.1192
H 3.69187 -5.23044 2.07147 0.0862
H 4.18621 -3.76014 3.93878 0.1186
H 5.34859 -3.15480 2.74474 0.0824
H 7.21234 -6.05937 3.49750 0.1178
H 6.40827 -6.27876 5.06211 0.1178
C -7.11407 -3.43898 0.04348 -0.1590
C -7.15858 -2.34260 -1.01683 -0.1618
C -6.60968 -1.14808 -0.25189 -0.1926
O -5.68072 -1.67396 0.71197 -0.1796
C -5.83320 -3.09966 0.78830 -0.2033
H -7.10759 -4.44696 -0.36633 0.1179
H -7.97251 -3.34763 0.71156 0.1197
H -6.49606 -2.59744 -1.84718 0.1156
H -8.15297 -2.16215 -1.41947 0.1177
H -7.40170 -0.61944 0.28552 0.1219
H -6.09271 -0.43387 -0.89451 0.1141
H -4.96188 -3.56498 0.31102 0.1175
H -5.85990 -3.40456 1.83426 0.1051
C 0.86693 4.96117 -5.39657 -0.1782
C 1.80605 4.53816 -6.52292 -0.1661
C 2.06390 5.86682 -7.22171 -0.1975
O 1.98555 6.87474 -6.21009 -0.1302
C 1.43324 6.32382 -5.01824 -0.2149
H 0.84436 4.26588 -4.55958 0.0771
H -0.15098 5.06818 -5.77916 0.1198
H 2.73636 4.14442 -6.10616 0.1126
H 1.38624 3.78495 -7.18765 0.1127
H 1.29917 6.07248 -7.97753 0.1194
H 3.04254 5.91433 -7.69911 0.1187
H 2.23460 6.22640 -4.27486 0.1205
H 0.67859 7.00606 -4.62350 0.1037


105
Properties=species:S:1:pos:R:3:lowdin_charge:R:1 method="wB97M-V/def2-TZVPD" orbital_gap_ev=8.6 lumo_ev=-2.45 multiplicity=1 total_charge=+1 e_tot_ha=-3205.112166
C 3.59260 3.71648 3.59302 -0.0230
C 3.23616 2.72942 2.33248 -0.2890
O 2.99363 3.31913 1.13007 -0.0306
O 3.15818 1.26088 2.35838 -0.1086
C 2.00009 0.80570 3.19534 -0.1021
C 0.80150 0.40314 2.15852 -0.1390
N -0.13092 1.58206 1.80816 0.0825
C -1.10853 1.92654 2.90951 -0.0798
C -2.12202 0.68358 3.24112 -0.2666
C -2.92945 0.36830 1.80793 -0.1460
C -3.71824 1.65006 1.18440 -0.1653
C -4.81746 1.11130 0.04426 -0.1342
F -4.36918 -0.10942 -0.66676 -0.1233
C -3.29502 1.00099 4.33691 -0.0985
C -2.92651 2.10462 5.48361 -0.0635
C -3.10855 3.67274 5.04705 -0.2185
F -1.76230 4.33306 4.94755 -0.0179
F -3.78476 4.35797 6.21194 -0.0143
F -3.98314 3.91066 3.87873 0.0158
C -1.31405 -0.75508 3.53123 -0.1914
O -1.10688 -1.06025 4.93820 -0.1429
C -0.08364 -0.28506 5.61119 -0.1587
C -0.35369 -0.47345 7.25251 -0.3057
C 1.13625 -0.59392 7.99580 -0.0783
O -1.01015 -1.77955 7.46556 -0.0971
C -0.02163 -0.97742 2.53495 -0.1522
C 0.94595 -2.24890 2.94405 -0.1520
C 2.30169 -2.39098 2.01939 -0.2803
C 1.83121 -2.61713 0.46544 -0.6793
I 3.41945 -3.47688 -0.77310 0.7713
H 3.82887 3.16241 4.60310 0.0986
H 4.54682 4.34756 3.25997 0.1203
H 2.72456 4.51974 3.71032 0.1125
H 1.71057 1.68019 3.95450 0.1360
H 2.41407 -0.06491 3.85701 0.1380
H 1.34299 0.15871 1.12132 0.1744
H -0.54941 1.46527 0.85909 0.1544
H 0.52736 2.41526 1.72897 0.1801
H -1.66561 2.92172 2.55543 0.1590
H -0.44887 2.28298 3.83267 0.1330
H -2.17866 -0.01385 0.96175 0.1088
H -3.65224 -0.55462 2.00364 0.1501
H -4.34544 2.28704 1.93705 0.1058
H -2.98825 2.36802 0.58126 0.1195
H -5.05014 2.00735 -0.70906 0.1345
H -5.84086 0.91726 0.62727 0.1336
H -3.49860 -0.02492 4.91323 0.1546
H -4.33672 1.30647 3.88086 0.1308
H -3.69816 1.92152 6.37706 0.1586
H -1.86386 2.00223 5.96447 0.1140
H -2.10715 -1.57364 3.16258 0.1792
H 1.03017 -0.64570 5.45524 0.1086
H -0.08533 0.86852 5.43544 0.1092
H -0.91032 0.43820 7.73024 0.1496
H 1.53734 -1.71394 7.92505 0.1003
H 1.09649 -0.27826 9.12764 0.0936
H 1.96085 0.06690 7.46694 0.0806
H -0.33877 -2.45247 7.09265 0.1229
H -0.50617 -1.30938 1.49213 0.1515
H 1.22844 -2.31121 4.07461 0.1095
H 0.29911 -3.22602 2.71567 0.1431
H 3.09818 -1.54991 2.18385 0.1049
H 2.81929 -3.41079 2.36073 0.1228
H 1.37639 -1.67314 -0.05928 0.0443
H 0.95207 -3.42383 0.50108 0.0761
C -2.06152 1.93546 -3.82572 -0.1332
C -2.57603 0.56085 -4.10625 -0.1409
O -1.80341 -0.25718 -3.24833 0.0851
C -1.36878 0.53777 -2.22715 -0.5074
O -0.81849 0.12551 -1.21972 0.0861
O -1.63112 1.85333 -2.48000 0.0514
H -2.83431 2.70063 -3.93954 0.1416
H -1.20496 2.19804 -4.45537 0.1426
H -3.63344 0.44866 -3.84435 0.1463
H -2.43566 0.26910 -5.15068 0.1076
C 7.44264 -1.60741 0.13107 -0.1469
C 8.25221 -1.26211 -1.07655 -0.1411
O 8.63909 -2.52610 -1.58130 0.0667
C 7.72506 -3.43205 -1.12583 -0.5195
O 7.65454 -4.58925 -1.50478 0.1350
O 6.90016 -2.87395 -0.19226 -0.0066
H 6.64689 -0.88175 0.32039 0.1327
H 8.05682 -1.70559 1.03230 0.1363
H 7.66384 -0.74154 -1.83951 0.1370
H 9.12951 -0.65758 -0.83047 0.1381
C -3.49173 -0.77093 -9.01697 -0.1276
C -4.67471 -0.99354 -8.13154 -0.1239
O -4.31797 -0.32373 -6.93730 0.0696
C -3.39299 0.62219 -7.27389 -0.4918
O -2.99353 1.49382 -6.51997 0.1064
O -2.97444 0.46601 -8.56381 0.0768
H -3.76752 -0.71209 -10.07343 0.1431
H -2.72448 -1.54211 -8.89166 0.1176
H -5.58781 -0.54055 -8.53196 0.1390
H -4.85826 -2.05456 -7.94126 0.1442
C 1.87843 -1.94478 -9.87225 -0.1372
C 0.69822 -1.85138 -10.78405 -0.1376
O -0.31162 -2.55094 -10.08193 0.0544
C 0.02794 -2.51723 -8.76010 -0.5176
O -0.70291 -2.87600 -7.85190 0.1265
O 1.29098 -2.02899 -8.58743 0.0675
H 2.53026 -1.06978 -9.94387 0.1397
H 2.47304 -2.84718 -10.04886 0.1391
H 0.37031 -0.81805 -10.93899 0.1371
H 0.88617 -2.31426 -11.75671 0.1400


105
Properties=species:S:1:pos:R:3:lowdin_charge:R:1 method="wB97M-V/def2-TZVPD" orbital_gap_ev=7.4 lumo_ev=-1.62 multiplicity=1 smiles="CCCCc1ccc2c(c1)C(=O)C=C([PH2]=O)C2=O.COC(=O)OC.COC(=O)OC.COC(=O)OC.COC(=O)OC.COC(=O)OC.COC(=O)OC" total_charge=0 e_tot_ha=-3171.124776
C 4.66150 0.17666 -0.16119 -0.1255
C 3.59005 0.76865 -1.23203 -0.2398
C 2.14629 0.23143 -0.77930 -0.2067
C 1.69292 -1.13124 -1.55989 -0.1562
C 0.15339 -1.37003 -1.08092 -0.1386
C -0.18140 -2.11397 0.24586 -0.0065
C -1.66980 -2.29068 0.67797 -0.0003
C -2.75051 -1.67403 -0.26761 -0.0345
C -2.40508 -0.92481 -1.59398 -0.0365
C -0.92908 -0.75216 -2.04515 0.0600
C -3.54845 -0.28353 -2.51174 -0.2684
O -3.37886 -0.04573 -3.73458 0.0450
C -4.92764 0.05954 -1.74115 0.0263
C -5.24774 -0.63309 -0.52813 -0.2175
P -6.86576 -0.15243 0.31606 0.7521
O -6.64463 -0.32649 1.84112 -0.4941
C -4.30281 -1.76361 0.11570 -0.2846
O -4.72827 -2.64798 0.90315 0.0250
H 5.69523 0.16321 -0.64491 0.0680
H 4.71418 0.86699 0.76472 0.0814
H 4.32182 -0.87524 0.16963 0.0750
H 3.86299 0.54878 -2.31718 0.1024
H 3.56341 1.92162 -1.12960 0.0990
H 2.16805 -0.06753 0.33631 0.1106
H 1.28842 0.98140 -0.95730 0.1126
H 2.26827 -2.05345 -1.20918 0.0997
H 1.66305 -0.99078 -2.69176 0.1104
H 0.68560 -2.49394 0.87699 0.1039
H -1.93855 -2.84690 1.64687 0.1185
H -0.62216 -0.21223 -3.01346 0.1229
H -5.62007 0.87687 -2.13394 0.1171
H -7.18635 1.22488 -0.01315 0.0190
H -7.88610 -1.04274 -0.14660 0.0172
C 2.07269 1.23829 5.80437 -0.0486
O 0.68831 1.00028 5.55778 -0.0005
C 0.42623 0.47795 4.34752 -0.5967
O 1.24254 0.21048 3.49869 0.1132
O -0.90182 0.30539 4.24728 0.0070
C -1.32527 -0.24717 3.00180 -0.0549
H 2.16532 1.65847 6.80654 0.0934
H 2.63716 0.30382 5.76794 0.0981
H 2.47332 1.95980 5.08869 0.0968
H -0.89507 -1.23871 2.85534 0.0662
H -1.05921 0.41589 2.17531 0.1033
H -2.41176 -0.34324 3.02988 0.1013
C -9.76911 6.53599 -1.77402 -0.0467
O -9.96602 6.07248 -0.43933 0.0003
C -9.57597 4.80377 -0.23351 -0.5984
O -9.09427 4.06641 -1.06006 0.1106
O -9.81507 4.49804 1.05246 0.0020
C -9.44582 3.16905 1.41327 -0.0499
H -10.11816 7.56798 -1.82334 0.0942
H -8.70896 6.51690 -2.03639 0.0983
H -10.35249 5.93979 -2.47921 0.0985
H -8.37269 3.01703 1.27649 0.0825
H -10.01691 2.43960 0.83409 0.0985
H -9.68138 3.03051 2.46879 0.0987
C 7.54792 3.05853 3.66250 -0.0468
O 8.47578 2.05082 4.05978 -0.0016
C 8.27635 0.85732 3.47502 -0.5990
O 7.40969 0.59475 2.67775 0.1172
O 9.21094 0.00775 3.93380 -0.0014
C 9.11959 -1.30908 3.39322 -0.0474
H 7.80345 3.97545 4.19485 0.0933
H 7.62216 3.24972 2.58959 0.0982
H 6.52912 2.77341 3.93452 0.0961
H 9.25628 -1.29139 2.30967 0.0981
H 8.16330 -1.76767 3.65460 0.0984
H 9.91986 -1.90588 3.83237 0.0933
C 0.78020 6.03024 0.00111 -0.0466
O 1.82911 6.82783 -0.54540 -0.0008
C 2.84000 6.11967 -1.07616 -0.5988
O 2.91633 4.91610 -1.11930 0.1141
O 3.75111 6.98600 -1.55038 -0.0010
C 4.88967 6.36831 -2.14773 -0.0470
H 0.02165 6.70482 0.39974 0.0937
H 0.32079 5.41330 -0.77446 0.0980
H 1.15390 5.40895 0.81812 0.0982
H 4.59363 5.76483 -3.00868 0.0984
H 5.42680 5.76048 -1.41613 0.0977
H 5.55521 7.16001 -2.49366 0.0935
C 2.64442 -5.31139 -0.56848 -0.0443
O 3.70149 -4.52647 -1.10377 -0.0149
C 4.71446 -5.24039 -1.62439 -0.5968
O 4.78556 -6.44393 -1.66530 0.1252
O 5.63369 -4.37855 -2.09101 -0.0024
C 6.77515 -5.00172 -2.67700 -0.0471
H 1.88745 -4.62854 -0.18008 0.0759
H 2.18587 -5.92687 -1.34555 0.1027
H 3.00168 -5.93362 0.25511 0.1013
H 6.48462 -5.60490 -3.54002 0.0987
H 7.30278 -5.61097 -1.93976 0.0985
H 7.44725 -4.21321 -3.01752 0.0935
C -5.57925 -4.57345 -1.17796 -0.0447
O -4.78128 -4.34075 -2.33872 -0.0029
C -4.31814 -5.45794 -2.92357 -0.5970
O -4.52038 -6.58852 -2.55334 0.1236
O -3.58962 -5.09584 -3.99370 -0.0028
C -3.03061 -6.18992 -4.71756 -0.0489
H -5.89620 -3.60672 -0.79198 0.0639
H -6.47050 -5.15239 -1.43215 0.1027
H -4.99721 -5.07899 -0.40480 0.1047
H -3.81932 -6.83377 -5.11318 0.0981
H -2.34634 -6.76080 -4.08583 0.0979
H -2.46585 -5.78089 -5.55618 0.0930


94
Properties=species:S:1:pos:R:3:lowdin_charge:R:1 method="wB97M-V/def2-TZVPD" orbital_gap_ev="5.1 / 4.3" lumo_ev="-4.62 / -6.50" multiplicity=5 total_charge=+1 e_tot_ha=-2935.290134
Pt 0.94763 -1.33659 -0.64533 0.5964
C -2.85157 0.06731 -2.18649 -0.3105
Sb -1.45519 0.17494 -0.43454 1.4578
C -0.64776 -1.87151 0.47168 -0.6314
C -0.63577 -1.72498 1.89321 -0.4800
C -0.06681 -2.68273 2.75612 -0.0547
C -0.16782 -2.42586 4.11122 -0.0401
C -0.99404 -1.40335 4.64825 -0.0307
C -1.40598 -0.44432 3.73117 -0.1141
N -1.21270 -0.62384 2.41485 0.0301
Si -1.62049 -3.17925 -0.59963 0.4545
C -1.08496 -4.92879 0.13817 -0.1530
C -3.41522 -2.78761 -0.38811 -0.1904
C -0.83236 -3.31950 -2.29367 -0.2020
C -1.39485 4.63629 0.04885 -0.2079
C -0.09237 4.65037 0.56576 -0.3569
C 0.40517 3.74281 1.60634 -0.0558
C 1.57621 3.91082 2.25335 -0.0869
C 2.39620 4.97647 1.89784 -0.0621
C 1.90673 5.79924 0.91188 -0.1565
N 0.81955 5.63059 0.17094 0.1139
Si -2.81627 4.47656 1.28533 0.4545
C -4.03704 5.90659 1.06185 -0.1795
C -2.28953 4.77769 3.08090 -0.1892
C -3.53122 2.77786 1.25509 -0.2032
Si -1.59390 5.03197 -1.84151 0.5193
C -1.83922 6.88135 -2.14864 -0.1995
C -3.21881 4.19355 -2.60781 -0.1697
C -0.07062 4.48190 -2.73661 -0.1980
H -2.28386 0.40194 -3.03679 -0.0060
H -3.66939 0.81383 -2.12325 0.0155
H -3.11519 -1.01620 -2.29739 -0.0103
H 0.38654 -3.54528 2.36493 0.0717
H 0.42007 -3.09666 4.76975 0.1229
H -1.15694 -1.23795 5.71645 0.1144
H -1.98934 0.39725 4.05864 0.1084
H -1.45839 -5.18003 1.13499 0.0294
H -0.00801 -5.00359 0.16749 0.0091
H -1.33685 -5.76776 -0.55917 0.0521
H -3.72948 -1.80366 -0.84188 0.0064
H -3.55377 -2.75009 0.71645 0.0571
H -4.06685 -3.60984 -0.69963 0.0482
H 0.15347 -3.70403 -2.19147 0.0062
H -0.84916 -2.34510 -2.84142 0.0285
H -1.39706 -4.03677 -2.94592 0.0684
H -0.27898 3.01845 1.95264 0.0678
H 1.94983 3.23652 3.02527 0.1123
H 3.39545 5.12368 2.24542 0.0996
H 2.49074 6.68153 0.60816 0.1153
H -3.49968 6.88834 1.20476 0.0598
H -4.73249 5.87823 1.93021 0.0344
H -4.67893 5.92225 0.17190 0.0255
H -1.69048 5.70130 3.31140 0.0602
H -1.86348 3.85624 3.52290 0.0212
H -3.23693 4.96099 3.64910 0.0395
H -3.81846 2.48418 0.25214 -0.0030
H -4.46631 2.77652 1.88169 0.0625
H -2.88952 2.00995 1.70672 -0.0098
H -2.86023 7.25582 -2.01076 0.0179
H -1.50031 7.16058 -3.17408 0.0370
H -1.12196 7.43383 -1.40982 0.0622
H -4.08692 4.88872 -2.69912 0.0366
H -3.45042 3.26860 -2.03227 -0.0175
H -2.88078 3.79240 -3.58696 0.0201
H 0.60235 3.71997 -2.26323 0.0398
H 0.58434 5.30379 -3.01746 0.0324
H -0.35633 3.97291 -3.70912 0.0446
C 4.78875 -8.06916 -0.56994 -0.0421
C 4.29691 -6.70775 -0.18585 -0.2525
C 4.01721 -5.79424 -1.20723 0.0135
C 3.69619 -4.44206 -0.89693 -0.3177
C 3.69718 -3.44708 -2.01131 -0.1030
C 3.52072 -4.01928 0.42628 -0.4528
Te 3.11980 -1.90219 0.76396 1.2249
C 3.61565 -4.97566 1.43306 -0.2981
C 3.32261 -4.65902 2.89845 -0.0675
C 4.11182 -6.27124 1.11958 0.0067
H 5.10228 -8.15797 -1.59916 0.0748
H 4.02167 -8.85175 -0.41424 0.0955
H 5.59929 -8.42270 0.10047 0.0961
H 3.97140 -6.18890 -2.22395 0.1267
H 3.84269 -3.92222 -2.95341 0.0767
H 4.56487 -2.71135 -1.83511 0.1146
H 2.79815 -2.82637 -2.00080 -0.0082
H 2.19940 -4.56086 3.11639 0.0884
H 3.87692 -3.76489 3.21873 0.0669
H 3.72792 -5.42523 3.56707 0.0788
H 4.44016 -6.83354 1.96490 0.1129
B 2.29249 0.70179 -4.42523 -0.3972
C 1.93388 -0.15527 -3.23312 -0.1746
N 1.55146 -0.60036 -2.21483 -0.1939
H 2.60747 0.00666 -5.37087 0.0147
H 1.26428 1.38138 -4.71451 0.0441
H 3.28551 1.38043 -4.12417 0.0373